[1]
Below is a structure of composition C59H50FN6O2ReS3, with properties calculated with ωB97M-V/def2-TZVPD.

Structure (XYZ):
```
122
Properties=species:S:1:pos:R:3:lowdin_spin:R:1
C -0.160 -3.852 5.423 0.000
C -1.836 0.366 6.104 0.000
H -0.873 -5.243 3.953 0.000
C -1.824 5.672 -4.487 0.010
C 3.041 -1.607 2.136 0.000
C 0.660 -2.312 3.287 0.000
H -0.990 5.927 -2.542 0.000
H -0.130 -3.856 2.031 0.000
C 0.233 -5.098 -2.041 0.000
C -1.212 1.166 5.160 0.000
H -4.178 -3.358 0.133 0.000
N -2.967 0.173 -0.811 -0.002
C -2.469 4.765 -5.350 -0.001
C 3.495 -2.922 2.090 0.000
H 5.962 0.026 2.515 0.000
C -2.624 -1.097 4.361 0.000
N -1.445 2.309 -1.057 0.005
C -2.558 -3.365 -3.352 -0.002
H 0.649 -2.295 6.662 0.000
C 3.907 -0.543 2.290 0.000
H -3.199 2.769 -5.645 0.000
H -1.582 4.330 -0.737 0.000
C 4.853 -3.164 2.200 0.000
H 4.105 2.233 -0.801 0.000
C 1.438 1.379 -3.753 -0.002
C -1.498 3.533 -1.480 -0.002
C 0.723 -5.020 -3.338 0.001
C -1.723 5.722 2.883 0.000
H -3.035 -1.380 6.445 0.000
C -2.701 3.465 -4.983 0.007
H -4.722 4.375 3.704 0.000
H 6.048 0.728 -1.033 0.000
C 5.739 -2.100 2.352 0.000
C -3.063 5.657 3.235 0.000
C -3.705 -3.376 -0.843 0.005
H -4.187 -5.426 -1.206 0.000
C -2.959 3.250 3.260 0.000
C 1.220 -3.821 -3.830 0.000
H 5.722 -1.716 -1.193 0.000
H -3.920 -1.159 0.409 0.001
H 2.557 -0.322 -4.433 0.000
H 0.051 4.586 2.443 0.000
C 0.889 -1.861 4.581 0.000
C 0.778 -2.798 -1.718 0.002
H 6.801 -2.293 2.440 0.000
H -1.773 0.627 7.152 0.000
H -1.644 6.691 -4.799 0.001
H -0.668 2.054 5.462 0.000
H -0.128 -4.027 -0.211 0.000
S 0.874 -1.358 -0.692 0.028
C 2.514 -0.733 -0.898 0.003
C 3.937 2.638 -3.708 -0.001
H -3.800 1.043 0.959 0.000
H -0.169 -6.030 -1.666 0.000
H 5.224 -4.180 2.174 0.000
H 0.714 -5.898 -3.972 0.000
C 4.868 -1.061 -1.084 0.000
C -3.310 1.319 0.021 -0.001
N 1.031 0.201 2.192 0.001
C -1.999 -0.304 3.407 0.000
C 0.090 0.704 -3.842 -0.002
C 2.612 0.706 -4.098 -0.001
C 2.675 0.642 -0.819 0.001
H -0.480 -4.458 6.261 0.000
C 0.476 -2.638 5.650 0.000
H 0.244 -0.321 -4.193 0.002
H 3.444 -2.671 -1.076 0.000
C -2.485 -2.191 -2.585 0.005
H 0.692 3.296 -3.163 0.000
C -2.022 2.100 0.288 0.001
C 0.033 -3.525 3.046 0.000
H -2.802 5.104 -6.323 0.000
H 2.797 -3.742 1.970 0.000
C -0.998 4.548 2.714 0.000
O -1.812 -1.184 -3.126 -0.006
F 5.146 3.246 -3.671 0.000
H -2.286 3.055 0.736 0.000
C -3.118 -2.187 -1.318 0.000
C 5.048 0.315 -0.992 0.001
C -3.678 4.423 3.424 0.000
C -3.722 -4.528 -1.588 -0.002
H 1.597 -3.758 -4.842 0.000
C -3.160 -4.501 -2.871 0.006
S 1.293 -1.227 2.019 0.001
C -0.384 -4.293 4.127 0.000
C 5.270 -0.797 2.395 0.000
C 3.594 -1.600 -1.025 0.002
H 4.758 0.781 -4.364 0.000
C 0.252 -3.983 -1.220 0.001
H -3.158 -1.987 4.054 0.000
H 3.502 0.461 2.328 0.000
C -3.333 -1.012 -0.502 0.025
Re -1.376 0.546 -2.249 0.793
C -1.647 3.900 -2.848 0.011
C -2.548 -0.760 5.705 0.000
H -3.197 -5.388 -3.492 0.000
C -2.257 2.980 -3.737 0.004
H -3.629 6.569 3.374 0.000
C 1.576 2.724 -3.407 -0.001
H 1.645 -1.764 -3.379 0.000
N -1.130 1.378 1.168 0.000
H -3.440 2.293 3.421 0.000
H 1.809 1.285 -0.746 0.000
H -0.457 0.760 0.706 0.001
H -1.240 6.680 2.750 0.000
H 2.904 4.405 -3.104 0.000
H -2.034 -0.556 2.354 0.000
H 1.384 -0.910 4.740 0.000
O -2.478 1.724 -3.436 0.056
C -1.618 3.318 2.895 0.000
C 1.250 -2.699 -3.016 0.001
C 3.860 1.317 -4.084 0.000
C 2.811 3.359 -3.371 0.000
N 0.786 -2.040 0.723 0.006
H -3.980 1.959 -0.559 -0.001
S -0.531 1.901 2.629 0.000
C -1.454 5.243 -3.244 -0.003
C 3.959 1.162 -0.855 0.000
H -0.494 1.198 -4.624 0.006
H -2.104 -3.336 -4.335 0.000
C -1.316 0.823 3.821 0.000
N -0.117 -0.280 -0.999 0.040
```

Its net charge is +1. The expectation value of S² is 0.765. Its lowest unoccupied orbital energy (spin up / spin down) is -2.8683 / -2.7152 eV. As for the spin multiplicity: 2.



[2]
Below is a structure of composition C59H53N2OP2PtS2Si, with properties calculated with ωB97M-V/def2-TZVPD.

Structure (XYZ):
```
121
Properties=species:S:1:pos:R:3:lowdin_charge:R:1
H -1.790 -4.633 -1.323 0.135
H 4.879 0.331 -1.594 0.119
C -2.213 2.462 0.483 -0.137
H -0.058 4.880 2.729 0.123
C -3.165 -1.763 0.850 -0.084
C 2.543 -1.304 1.563 -0.134
C -2.423 -0.534 -3.777 -0.114
C 4.874 3.615 -2.211 -0.141
H -4.141 0.668 -6.433 0.107
C -4.909 2.167 1.381 0.002
O -1.177 2.650 -2.468 -0.414
H 4.579 6.748 -1.810 0.125
H -5.001 2.188 -4.682 0.109
H 6.312 5.154 -1.797 0.124
H 4.105 -3.918 -4.455 0.106
N -0.921 -4.864 -0.855 0.113
C -0.584 -0.209 2.424 -0.219
H 4.579 -1.099 4.257 0.108
Si -0.964 -0.076 4.210 0.429
C -2.896 4.568 3.487 -0.089
C 4.469 1.327 -1.723 -0.087
P -2.377 0.098 -1.069 0.934
C 3.166 5.186 -2.232 -0.137
C -3.059 1.445 -0.066 -0.279
C 4.413 5.966 -2.553 -0.090
Pt -0.032 0.062 -0.792 0.578
H -2.016 -7.294 -1.502 0.101
H 1.556 6.605 -2.330 0.124
H 2.576 -0.007 -3.660 0.113
N 1.147 -4.066 -0.131 0.120
C -4.487 -3.727 0.412 -0.092
H -5.944 2.042 1.674 0.120
C 0.898 4.605 -1.859 -0.054
H -5.010 4.752 2.912 0.124
C -2.928 0.302 -2.785 -0.370
H 0.864 1.543 4.612 0.032
C 3.297 -2.502 -1.484 -0.100
H 3.283 -2.740 -0.433 0.078
H 6.064 4.859 -3.505 0.125
C -2.836 -0.012 4.406 -0.170
H 2.740 -4.580 1.908 0.078
H -2.907 5.658 3.507 0.122
H 4.067 -4.424 -2.037 0.102
C 4.097 0.516 1.321 -0.068
H 0.636 -7.255 0.827 0.123
C -0.879 2.836 0.128 -0.292
C -4.075 3.042 2.016 -0.150
P 2.280 0.045 -0.806 0.929
H -0.751 -1.703 6.089 0.029
H -3.292 -0.980 4.183 0.023
C -3.798 0.567 -5.412 -0.069
C -2.744 3.163 1.573 -0.083
C -2.861 -0.402 -5.085 -0.067
C 2.640 -5.391 1.187 0.001
H 3.477 -5.312 0.491 0.088
H 4.323 6.464 -3.519 0.125
C 2.569 2.824 -1.680 -0.109
C -4.286 1.416 -4.429 -0.062
C 3.118 1.515 -1.485 -0.283
C -3.848 1.289 -3.120 -0.077
H -2.588 -1.157 1.535 0.063
C -4.606 -3.348 -0.918 -0.084
H 4.487 1.362 0.771 0.097
H 5.442 0.819 2.957 0.107
H 2.702 -6.347 1.703 0.084
C -0.272 -0.171 1.247 -0.318
C -0.263 -1.562 5.123 -0.184
C 1.356 -5.239 0.437 -0.279
H -4.969 -4.630 0.766 0.104
C -0.742 -6.080 -0.302 -0.254
C -3.268 -1.388 -0.488 -0.371
C -3.771 -2.928 1.294 -0.065
H -3.268 0.723 3.721 0.014
H 3.328 -1.708 -5.262 0.108
H -0.288 1.577 5.954 0.034
C 3.053 -0.246 0.808 -0.330
H -2.464 -1.056 -5.851 0.108
C 3.497 3.834 -2.015 -0.075
C 2.905 -0.975 -3.299 -0.097
H -0.148 4.884 -1.845 0.125
H 0.806 -1.433 5.306 0.020
H 1.688 -1.864 1.201 0.069
H -4.990 0.560 -0.034 0.117
H -1.684 -1.289 -3.535 0.039
C 5.553 4.917 -2.544 -0.090
H 2.699 -2.444 3.364 0.102
C 3.100 -1.618 2.791 -0.073
C -2.005 4.045 2.390 -0.151
H -3.121 0.260 5.424 0.033
H -5.185 -3.949 -1.608 0.107
H 6.406 2.110 -2.258 0.123
C 3.737 -3.455 -2.395 -0.073
C -0.145 3.649 0.956 -0.039
H 0.884 3.870 0.706 0.112
H -2.776 -6.649 -0.044 0.089
C -0.196 1.506 4.868 -0.169
C -4.000 -2.181 -1.367 -0.087
C 4.637 0.213 2.563 -0.070
S -0.401 -2.446 -1.622 0.710
C 3.755 -3.174 -3.750 -0.072
C 5.363 2.346 -2.092 0.006
C 4.149 -0.860 3.293 -0.070
H -0.675 2.383 4.426 0.005
C 3.328 -1.932 -4.203 -0.067
C 0.022 -3.856 -0.820 -0.717
C 2.900 -1.250 -1.931 -0.375
C 1.861 5.582 -2.152 0.012
H -0.396 -2.475 4.539 0.024
H -4.107 -1.894 -2.404 0.101
C -0.686 4.250 2.112 -0.001
C -4.296 3.972 3.182 -0.088
C -4.364 1.346 0.373 -0.056
C 1.221 3.287 -1.624 -0.305
H -1.618 -7.986 0.079 0.091
H -2.530 4.236 4.461 0.117
C 0.436 -6.304 0.359 0.038
H -4.712 3.444 4.041 0.121
H -3.684 -3.211 2.336 0.106
H -4.209 1.975 -2.365 0.105
S -0.213 2.250 -1.438 0.768
C -1.851 -7.064 -0.448 0.007
```

Its net charge is +1. Its lowest unoccupied orbital energy is -2.4436 eV.



Record order is preserved below.
ΔE to the lowest compared entry with this formula, charge and spin: 0.0; 36.7 kcal per mole
Record order is preserved below.
Calculated total energy: -112373.0069; -118440.8475 eV